Entry 1:
75
Properties=species:S:1:pos:R:3 method="wB97M-V/def2-TZVPD" total_energy_ha=-1603.869879 smiles="NC(N)=O.NC(N)=O.NC(N)=O.CCO.CCO.CCO.CO.CO.CO.CO" de_lowest_kcal_mol=3.2 fmax_ev_per_a=2.9
N -0.41786 -1.23155 -2.96143
C -1.52332 -0.70228 -3.51764
N -1.91965 -1.41690 -4.59934
O -2.16784 0.26646 -3.10067
H -0.05238 -2.08182 -3.44427
H -0.28092 -1.12900 -1.95497
H -2.56213 -0.87191 -5.16963
H -1.22398 -1.89108 -5.10453
N 2.73630 1.73799 -1.39129
C 3.48872 1.45167 -0.21861
N 4.28914 0.33424 -0.24941
O 3.43855 2.13807 0.80434
H 1.91883 2.31777 -1.31682
H 2.59220 1.03228 -2.07163
H 4.01665 -0.25019 -1.05972
H 4.39474 -0.08714 0.66902
N -0.69530 1.34244 -0.65204
C -0.33211 0.38879 0.18100
N 0.15504 0.72364 1.38480
O -0.33704 -0.78544 -0.18448
H -1.24410 1.16390 -1.46655
H -0.69387 2.28752 -0.35248
H 0.22935 0.00800 2.06459
H 0.13794 1.65680 1.70629
C 0.13943 5.74058 1.12823
C 1.49892 5.04487 1.09300
O 1.49667 3.70433 0.62378
H -0.55202 5.50644 2.00060
H -0.34501 5.40749 0.22752
H 0.15600 6.82293 1.08689
H 1.93215 5.15533 2.02983
H 2.15317 5.62394 0.43998
H 2.38780 3.31171 0.81363
C 3.29529 -4.44392 -1.84344
C 2.19557 -3.49591 -2.37515
O 0.84764 -3.89281 -2.27138
H 3.04121 -5.44445 -2.15333
H 3.34369 -4.56863 -0.75424
H 4.28840 -4.14362 -2.21858
H 2.31498 -3.46505 -3.44156
H 2.35689 -2.49241 -1.99310
H 0.58794 -4.04173 -1.38209
C -1.21216 -2.13344 3.54285
C -2.50740 -1.50269 3.17844
O -3.10975 -0.74774 4.19704
H -0.47742 -1.39148 3.88880
H -0.70625 -2.68942 2.74995
H -1.29487 -2.82213 4.38931
H -3.21581 -2.24195 2.81650
H -2.37081 -0.76872 2.31954
H -3.43279 -1.38722 4.89113
C -3.18637 3.23793 -2.47044
O -1.84258 3.56972 -2.35868
H -3.43619 2.17270 -2.64682
H -3.68834 3.66134 -1.55537
H -3.59690 3.73297 -3.36922
H -1.81381 4.51287 -2.52308
C -1.87574 -4.07829 0.07370
O -0.57185 -3.71624 0.17467
H -1.96897 -5.18054 0.25539
H -2.53608 -3.49089 0.78606
H -2.29386 -3.85710 -0.92148
H -0.48613 -2.77363 0.25651
C 4.00148 1.07322 4.44040
O 4.06858 0.34611 3.17239
H 2.96647 1.47204 4.57327
H 4.11140 0.35171 5.27437
H 4.72780 1.86080 4.59865
H 3.82047 0.99064 2.48437
C -3.87226 -0.93683 0.14847
O -4.24329 -0.77976 -1.21401
H -4.28506 -0.04685 0.67974
H -4.43660 -1.78554 0.50145
H -2.79161 -1.11367 0.26739
H -3.52897 -0.26924 -1.60643



Entry 2:
84
Properties=species:S:1:pos:R:3 method="wB97M-V/def2-TZVPD" total_energy_ha=-3043.428060 de_lowest_kcal_mol=195.6 fmax_ev_per_a=9.1
In 25.91187 -11.81828 3.00937
O 20.73874 -12.00325 7.21241
C 20.27016 -10.86409 7.92732
C 19.39211 -11.14871 9.21336
O 18.57470 -12.29548 9.31624
H 19.59635 -10.36624 7.23002
H 21.06222 -10.14282 8.12862
H 18.91496 -10.19786 9.45072
H 20.03540 -11.06862 10.08964
N 28.55889 -6.68523 4.44929
S 28.43461 -5.74771 5.61613
O 27.93772 -4.40228 5.37845
O 29.39049 -5.94826 6.71750
F 27.12491 -6.46890 6.17083
S 29.87607 -5.76892 3.89698
O 31.13038 -6.09638 4.49840
O 29.66848 -4.41589 3.43963
F 30.03442 -6.51262 2.49954
C 21.52203 -5.55193 3.09674
O 21.92458 -6.73286 2.46198
H 21.56459 -5.59799 4.18492
H 22.14784 -4.72183 2.76906
H 20.46924 -5.31711 2.93988
H 21.23494 -6.87762 1.81004
C 38.59064 -7.84494 3.07254
O 39.54618 -7.19213 3.69442
H 38.94621 -8.85256 2.85718
H 37.67889 -7.95256 3.66011
H 38.35668 -7.37038 2.11957
H 39.68668 -7.62287 4.54078
C 29.81812 -0.03925 11.35440
O 31.18606 -0.31857 11.58933
H 29.58773 1.01366 11.51683
H 29.50403 -0.62757 10.49224
H 29.21008 -0.50386 12.13062
H 31.48650 -0.97966 10.96141
C 36.21257 -3.56040 9.68277
O 34.92521 -3.55617 9.15614
H 36.14693 -4.05895 10.64984
H 36.82537 -4.15092 9.00170
H 36.57313 -2.53177 9.67914
H 34.76170 -4.43156 8.79758
C 25.90544 -7.47907 -2.57892
O 26.19597 -8.82234 -2.26304
H 25.24397 -7.36504 -3.43774
H 25.38551 -7.03532 -1.72989
H 26.76289 -6.85775 -2.83742
H 26.76319 -9.07234 -2.99609
C 32.65840 -13.73714 3.32692
O 31.84752 -12.51266 3.11423
H 32.83665 -14.33214 2.43120
H 33.62684 -13.54473 3.78864
H 32.17972 -14.47972 3.96531
H 32.33456 -11.70143 2.95203
C 35.71869 -11.24923 -1.83308
O 34.86114 -10.15985 -1.89276
H 35.78847 -11.82295 -0.90892
H 35.59509 -12.03095 -2.58256
H 36.76808 -10.95464 -1.84365
H 34.39814 -10.04137 -2.72534
C 26.55412 1.89466 0.64233
O 27.64556 1.38825 1.41795
H 25.69456 1.24435 0.48002
H 26.23452 2.86397 1.02494
H 26.88246 2.13721 -0.36835
H 27.77011 0.44443 1.29430
C 33.39221 1.23397 5.67473
O 33.45183 1.70868 4.36114
H 33.04343 1.85690 6.49839
H 32.64016 0.45370 5.79181
H 34.37661 0.85239 5.94576
H 32.54472 1.65334 4.05183
C 29.31620 -12.48121 8.89826
O 27.95965 -12.72021 8.63056
H 29.83490 -11.84392 8.18208
H 29.26742 -12.04872 9.89760
H 29.91588 -13.37377 8.71987
H 27.59173 -12.88986 9.50088
C 31.74059 -6.06747 14.01508
O 31.21522 -4.87006 14.53419
H 32.78601 -5.94344 13.73257
H 31.73148 -6.85504 14.76859
H 31.07943 -6.37964 13.20667
H 31.38295 -4.12748 13.94936



Entry 3:
27
Properties=species:S:1:pos:R:3 method="wB97M-V/def2-TZVPD" total_energy_ha=-3723.473830 de_lowest_kcal_mol=0.0 charge=-1 fmax_ev_per_a=0.8
Zn -0.66405 -0.85406 0.11540
O -0.61224 -1.57517 -3.73163
C -1.06521 -1.47809 -2.60288
O -0.36847 -1.68897 -1.52758
C -2.54936 -1.18026 -2.45523
C -3.36744 -1.84819 -3.36845
C -4.73273 -1.64185 -3.41842
C -5.30624 -0.71450 -2.55917
C -4.51638 -0.04280 -1.64608
C -3.13898 -0.27791 -1.55438
S -2.29825 0.66297 -0.30472
H -2.89358 -2.53893 -4.05376
H -5.34105 -2.18190 -4.13360
H -6.37083 -0.51512 -2.60086
H -4.95929 0.67929 -0.97205
F -0.03982 2.17555 6.13099
C -0.00155 1.23343 5.18352
C 0.29002 1.56939 3.87418
F 0.53826 2.84547 3.56276
C 0.33567 0.58594 2.90695
F 0.62390 0.95871 1.65020
C 0.09147 -0.76204 3.18055
S 0.17463 -2.02094 1.98540
C -0.19654 -1.06016 4.51585
F -0.44233 -2.32283 4.87507
C -0.24769 -0.09051 5.49840
F -0.53898 -0.42602 6.76081